# 1
Molecular formula: C2H11NO5
Method: DFT, the ωB97M-V functional and the def2-TZVPD basis

Structure (SMILES): O=CNCO.O.O.O
E_HOMO in eV: -10.0104
Energy relative to the best compared isomer or geometry (same formula, charge and spin) in kJ/mol: 111.71
Strongest force on any atom in eV Å⁻¹: 1.66
E_LUMO in eV: 0.403

The geometry in ORCA input format:
```
! RIJCOSX wB97M-V def2-TZVPD def2/J DEFGRID3
* xyz 0 1
O 0.583 -0.339 0.812
C -0.549 -0.573 0.425
N -0.752 -1.108 -0.808
C 0.322 -1.362 -1.728
O -0.127 -2.251 -2.751
H -1.424 -0.241 0.988
H -1.662 -1.435 -1.090
H 0.620 -0.462 -2.261
H 1.202 -1.793 -1.317
H -0.676 -2.931 -2.345
H -0.800 4.087 0.001
H -1.772 2.989 0.188
O -1.245 3.606 0.711
H 3.854 -1.075 0.499
H 2.730 -0.084 0.210
O 3.403 -0.625 -0.220
H -1.436 1.357 3.653
H -0.901 1.390 2.194
O -1.368 0.850 2.841
*
```

These are the natural (NBO) partial charges, in e, on atoms 1 to 2:
1 O -0.64
2 C 0.51

=====

# 2
Molecular formula: C4H13N3
Method: DFT, the ωB97M-V functional and the def2-TZVPD basis

Structure (SMILES): NCCNCCN
E_HOMO in eV: -8.3819
Energy relative to the best compared isomer or geometry (same formula, charge and spin) in kJ/mol: 101.25
Strongest force on any atom in eV Å⁻¹: 1.54
E_LUMO in eV: 1.034

The geometry in ORCA input format:
```
! RIJCOSX wB97M-V def2-TZVPD def2/J DEFGRID3
* xyz 0 1
C 1.263 0.241 -0.666
N 0.610 0.681 0.572
C 0.128 -0.311 1.515
C -1.218 0.091 2.090
N -2.325 -0.046 1.122
C 0.364 0.385 -1.882
N 0.852 -0.386 -3.055
H 1.566 -0.797 -0.573
H 2.083 0.931 -0.832
H 1.054 1.473 1.004
H 0.842 -0.430 2.340
H 0.139 -1.288 1.035
H -1.471 -0.509 2.969
H -1.120 1.097 2.445
H -2.001 -0.465 0.259
H -3.015 -0.689 1.489
H 0.304 1.436 -2.168
H -0.675 0.133 -1.693
H 0.786 -1.362 -2.778
H 1.836 -0.184 -3.192
*
```

These are the natural (NBO) partial charges, in e, on atoms 1 to 2:
1 C -0.23
2 N -0.65

=====

# 3
Molecular formula: C6H10N2O2
Method: DFT, the ωB97M-V functional and the def2-TZVPD basis

Structure (SMILES): N#CC[C@]12C[C@@]1(O)CN2.O
E_HOMO in eV: -9.6539
Energy relative to the best compared isomer or geometry (same formula, charge and spin) in kJ/mol: 268.09
Strongest force on any atom in eV Å⁻¹: 2.06
E_LUMO in eV: 0.448

The geometry in ORCA input format:
```
! RIJCOSX wB97M-V def2-TZVPD def2/J DEFGRID3
* xyz 0 1
O -2.040 1.584 0.092
C -1.164 0.688 0.648
C -1.464 -0.770 0.821
C -0.300 -0.343 -0.044
C -0.191 -0.680 -1.508
C 0.408 -2.003 -1.750
N 1.165 -2.879 -1.855
N 0.854 0.028 0.776
C 0.064 1.095 1.454
H -2.864 1.586 0.588
H -1.299 -1.266 1.780
H -2.328 -1.116 0.251
H -1.187 -0.663 -1.977
H 0.419 0.076 -2.025
H 1.199 -0.707 1.390
H 0.444 2.092 1.190
H -0.023 0.989 2.544
O 2.760 1.101 -0.994
H 2.143 0.833 -0.275
H 3.403 0.359 -1.106
*
```

These are the natural (NBO) partial charges, in e, on atoms 1 to 2:
1 O -0.68
2 C 0.23

=====

# 4
Molecular formula: C15H21As2AuNOSbSe4
Method: DFT, the ωB97M-V functional and the def2-TZVPD basis

Expectation value of S²: 3.77
E_HOMO (spin up / spin down) in eV: -9.4320 / -11.0444
Energy relative to the best compared isomer or geometry (same formula, charge and spin) in kJ/mol: 9.47
Strongest force on any atom in eV Å⁻¹: 1.89
E_LUMO (spin up / spin down) in eV: -3.926 / -5.624

The geometry in ORCA input format:
```
! RIJCOSX wB97M-V def2-TZVPD def2/J DEFGRID3
* xyz 1 4
Au -0.364 -1.092 0.702
C -1.850 1.764 2.941
As -1.525 1.245 1.094
C -1.313 2.985 0.220
C -3.255 0.666 0.431
C -4.444 1.054 1.036
C -5.663 0.606 0.548
C -5.699 -0.230 -0.556
C -4.518 -0.618 -1.171
C -3.292 -0.180 -0.683
As -1.623 -0.875 -1.389
C -2.134 -2.366 -2.517
C -0.975 0.439 -2.659
H -2.618 2.534 2.998
H -0.919 2.154 3.352
H -2.148 0.897 3.528
H -2.185 3.183 -0.401
H -0.417 2.980 -0.398
H -1.225 3.755 0.984
H -4.424 1.694 1.909
H -6.581 0.895 1.041
H -6.647 -0.600 -0.925
H -4.552 -1.289 -2.021
H -2.773 -2.031 -3.334
H -2.656 -3.109 -1.916
H -1.235 -2.821 -2.929
H -1.816 0.924 -3.155
H -0.357 -0.069 -3.397
H -0.369 1.180 -2.142
O 1.233 0.650 -0.311
N 2.381 0.627 0.310
C 2.609 1.465 1.342
C 3.781 1.402 2.064
C 4.742 0.463 1.730
C 4.495 -0.387 0.660
C 3.308 -0.289 -0.032
H 1.813 2.162 1.554
H 3.925 2.077 2.895
H 5.663 0.393 2.291
H 5.215 -1.137 0.364
H 3.042 -0.924 -0.863
Se 0.387 -5.054 4.121
Sb 1.521 -3.417 2.654
Se 0.683 -3.576 0.278
Se 3.993 -3.449 2.713
Se 0.712 -1.076 3.104
*
```

These are the natural (NBO) partial charges, in e, on atoms 1 to 2:
1 Au 0.69
2 C -0.95